Molecular formula: C54H144N21O13P7
Method: DFT, the ωB97M-V functional and the def2-TZVPD basis

Each line ends with the Mulliken charge.
Element x y z (Å)
O -3.628 3.854 1.996  -0.53
P -3.600 4.023 3.507  -0.20
N -4.926 4.811 4.126  0.31
C -5.671 5.680 3.191  -0.78
C -5.418 4.657 5.497  -0.93
N -2.242 4.993 4.091  0.24
C -2.427 6.416 3.969  -0.92
C -0.916 4.550 3.581  -0.50
N -3.256 2.642 4.256  1.05
C -4.057 1.504 3.871  -1.13
C -2.629 2.471 5.562  -0.97
H -5.305 5.543 2.139  -0.02
H -5.487 6.714 3.355  0.37
H -6.752 5.505 3.131  0.34
H -6.505 4.756 5.397  0.37
H -4.983 5.458 6.177  0.20
H -5.264 3.647 5.843  0.25
H -1.637 6.983 4.457  0.33
H -2.397 6.792 2.944  0.29
H -3.417 6.628 4.423  0.28
H -0.164 4.923 4.296  0.54
H -0.886 3.478 3.522  -0.53
H -0.668 4.855 2.530  0.29
H -3.315 0.709 3.644  -0.30
H -4.666 1.134 4.698  0.32
H -4.650 1.773 3.042  0.76
H -2.512 1.370 5.698  0.37
H -3.249 2.866 6.358  0.31
H -1.642 2.922 5.591  0.23
O -6.366 -2.235 -2.134  -0.99
P -5.800 -2.381 -3.496  0.43
N -6.620 -3.541 -4.297  0.14
C -7.330 -4.503 -3.477  -1.06
C -5.829 -4.080 -5.418  -1.05
N -4.167 -2.521 -3.342  1.16
C -3.225 -2.361 -4.402  -0.62
C -3.702 -3.235 -2.170  -0.70
N -5.827 -1.107 -4.595  0.76
C -5.273 0.077 -4.008  -0.87
C -6.926 -0.937 -5.512  -1.15
H -8.122 -4.963 -4.117  0.35
H -7.852 -3.900 -2.758  0.35
H -6.732 -5.189 -2.967  0.30
H -5.374 -3.316 -6.039  0.33
H -6.408 -4.677 -6.128  0.43
H -4.933 -4.686 -5.152  0.24
H -2.787 -3.349 -4.542  0.48
H -3.666 -2.070 -5.347  0.47
H -2.438 -1.602 -4.212  -0.61
H -4.528 -3.256 -1.455  -0.43
H -3.421 -4.248 -2.556  0.48
H -2.787 -2.735 -1.751  0.21
H -6.129 0.714 -3.629  0.20
H -4.660 -0.084 -3.167  -0.57
H -4.646 0.633 -4.625  0.78
H -7.433 -1.825 -5.815  0.40
H -6.637 -0.399 -6.429  0.35
H -7.764 -0.335 -5.102  0.28
O -2.152 -1.796 0.603  -0.33
P -0.996 -0.939 0.271  -0.71
N -1.584 0.344 -0.687  0.55
C -0.706 1.471 -1.067  0.02
C -2.320 -0.087 -1.851  1.21
N 0.140 -1.783 -0.522  1.88
C 1.422 -1.111 -0.809  0.30
C -0.207 -3.050 -1.228  -1.25
N -0.209 -0.088 1.460  1.92
C -0.719 1.174 1.973  -1.05
C 0.977 -0.565 2.169  0.80
H -0.083 1.198 -1.865  -0.21
H -0.083 1.654 -0.192  -0.41
H -1.247 2.387 -1.139  0.45
H -2.779 0.803 -2.332  0.15
H -3.175 -0.739 -1.528  -1.20
H -1.665 -0.587 -2.617  -0.59
H 1.432 -0.127 -0.450  -0.14
H 2.329 -1.573 -0.376  -0.64
H 1.533 -1.065 -1.881  -0.17
H 0.649 -3.717 -1.254  0.25
H -0.995 -3.507 -0.672  0.40
H -0.470 -2.770 -2.238  0.07
H -0.980 1.019 3.038  0.99
H -0.009 1.957 1.877  -0.72
H -1.588 1.484 1.428  0.12
H 1.665 0.223 2.351  -0.70
H 1.588 -1.330 1.628  -0.61
H 0.849 -0.977 3.171  -0.02
O 2.293 4.983 3.309  -0.92
P 3.487 4.343 2.669  0.16
N 3.427 3.909 1.101  1.56
C 2.517 2.828 0.642  0.15
C 3.421 5.005 0.104  -1.06
N 3.874 2.910 3.382  0.53
C 3.156 2.463 4.518  -0.81
C 5.058 2.120 3.075  -0.66
N 4.698 5.497 2.634  0.27
C 4.831 6.492 3.717  -1.10
C 6.054 5.356 2.097  -0.89
H 2.634 1.952 1.257  -0.36
H 2.961 2.590 -0.349  -0.67
H 1.419 3.085 0.615  -0.05
H 2.483 5.176 -0.500  0.16
H 4.068 4.717 -0.739  0.24
H 3.798 5.958 0.525  0.38
H 2.866 1.440 4.253  0.27
H 3.736 2.529 5.484  0.20
H 2.265 3.068 4.741  0.13
H 4.759 1.066 2.818  0.20
H 5.588 2.507 2.182  -0.01
H 5.740 2.032 3.892  0.41
H 5.466 7.272 3.331  0.36
H 3.872 6.864 4.107  0.21
H 5.412 6.003 4.491  0.37
H 6.101 4.517 1.425  0.15
H 6.762 5.199 2.905  0.34
H 6.339 6.345 1.607  0.32
O 1.424 -2.565 4.818  -1.07
P 0.466 -3.680 4.562  0.93
N 0.305 -4.598 5.878  0.33
C -0.398 -5.913 5.812  -0.96
C 0.955 -4.252 7.110  -1.13
N 0.700 -4.955 3.349  0.07
C 2.064 -5.570 3.575  -1.17
C 0.593 -4.459 1.965  -0.60
N -0.952 -3.014 3.969  0.90
C -2.111 -3.829 3.611  -0.96
C -1.301 -1.827 4.667  -1.38
H -1.158 -5.930 6.586  0.34
H 0.333 -6.734 5.924  0.32
H -0.874 -6.008 4.828  0.25
H 0.190 -4.253 7.886  0.34
H 1.387 -3.269 7.153  0.30
H 1.755 -4.916 7.373  0.32
H 2.177 -6.363 2.839  0.38
H 2.829 -4.832 3.526  0.39
H 2.064 -6.021 4.568  0.33
H -0.377 -3.875 1.905  -0.17
H 1.384 -3.830 1.565  0.25
H 0.435 -5.282 1.249  0.48
H -2.627 -3.408 2.773  -0.25
H -1.732 -4.775 3.166  0.45
H -2.795 -4.000 4.415  0.40
H -2.123 -2.069 5.408  0.38
H -1.689 -1.077 3.945  -0.14
H -0.443 -1.453 5.174  0.62
O 2.027 2.935 -6.400  -0.93
P 1.001 2.206 -5.658  0.62
N -0.487 2.613 -6.261  -0.01
C -0.809 3.933 -6.856  -0.95
C -1.544 1.715 -5.875  -0.44
N 0.747 2.604 -4.023  0.81
C -0.104 3.790 -3.815  -1.51
C 1.942 2.592 -3.149  -1.06
N 1.376 0.594 -5.502  0.38
C 2.372 -0.094 -6.302  -1.01
C 1.025 -0.307 -4.362  -0.72
H 0.081 4.579 -6.975  0.30
H -1.594 4.384 -6.257  0.37
H -1.217 3.828 -7.863  0.34
H -2.486 2.259 -5.970  0.50
H -1.401 1.485 -4.804  -0.32
H -1.535 0.769 -6.408  0.27
H 0.091 4.119 -2.786  0.44
H 0.142 4.628 -4.453  0.41
H -1.159 3.439 -3.921  0.37
H 1.652 2.485 -2.073  0.23
H 2.700 1.848 -3.352  -0.01
H 2.425 3.568 -3.195  0.57
H 3.165 -0.484 -5.629  0.21
H 2.021 -0.940 -6.923  0.24
H 2.855 0.644 -6.937  0.43
H 1.887 -0.689 -3.800  0.50
H 0.513 -1.181 -4.820  0.45
H 0.380 0.221 -3.607  -0.60
O 5.836 -5.178 -2.829  -0.88
P 6.574 -4.639 -1.674  0.56
N 7.267 -3.137 -2.065  0.49
C 7.704 -2.173 -1.108  -1.36
C 8.180 -3.118 -3.251  -1.23
N 7.762 -5.592 -1.010  0.13
C 8.568 -5.101 0.141  -0.64
C 7.587 -7.004 -1.018  -1.01
N 5.584 -4.176 -0.324  0.51
C 5.127 -5.190 0.551  -0.97
C 4.502 -3.242 -0.651  -1.22
H 7.014 -2.146 -0.273  0.52
H 7.509 -1.177 -1.481  0.25
H 8.730 -2.293 -0.750  0.30
H 8.316 -2.099 -3.481  0.43
H 7.626 -3.595 -4.054  0.36
H 9.106 -3.619 -3.101  0.30
H 8.785 -4.059 -0.005  0.03
H 8.026 -5.215 1.086  0.26
H 9.578 -5.497 0.058  0.40
H 8.573 -7.507 -1.089  0.36
H 7.030 -7.381 -0.131  0.31
H 6.997 -7.370 -1.915  0.29
H 4.829 -4.735 1.484  0.37
H 4.247 -5.691 0.187  0.29
H 5.943 -5.913 0.731  0.21
H 3.709 -3.738 -1.164  0.68
H 4.910 -2.435 -1.255  -0.36
H 4.133 -2.743 0.260  0.43
O -5.723 -2.192 4.101  -0.70
C -5.900 -2.198 2.848  0.51
O -6.839 -2.963 2.258  -0.40
C -6.663 -2.790 0.763  -0.45
C -5.937 -1.458 0.625  0.10
C -5.019 -1.471 1.841  1.71
H -7.633 -2.953 0.361  0.31
H -6.025 -3.584 0.423  0.21
H -6.664 -0.669 0.748  0.27
H -5.518 -1.341 -0.339  -0.22
H -4.761 -0.476 2.204  -0.69
H -4.133 -2.061 1.746  -0.84
O 4.223 0.096 -0.382  -0.43
C 4.957 0.546 -1.231  0.34
O 4.842 0.089 -2.518  -0.39
C 5.686 0.772 -3.456  -0.30
C 6.309 1.906 -2.640  -0.89
C 5.980 1.717 -1.204  0.55
H 5.095 1.127 -4.278  0.34
H 6.498 0.112 -3.824  0.27
H 5.940 2.918 -3.025  0.36
H 7.409 1.933 -2.751  0.27
H 5.467 2.579 -0.747  -0.55
H 6.821 1.375 -0.600  0.50
O -3.531 3.979 -2.967  -0.67
C -4.337 3.772 -2.095  0.22
O -5.041 2.571 -2.057  -0.22
C -5.990 2.531 -0.939  -0.03
C -6.149 4.044 -0.654  -0.43
C -4.818 4.625 -0.905  0.36
H -5.531 1.939 -0.152  -0.09
H -6.873 2.044 -1.326  0.36
H -6.458 4.254 0.414  0.15
H -7.003 4.289 -1.304  0.36
H -4.189 4.558 -0.050  -0.28
H -4.841 5.684 -1.189  0.38

Calculated values
- LUMO level (eV) = 0.307
- HOMO level (eV) = -8.266
- orbital gap (eV) = 8.57
- SMILES string = CN(C)P(=O)(N(C)C)N(C)C.CN(C)P(=O)(N(C)C)N(C)C.CN(C)P(=O)(N(C)C)N(C)C.CN(C)P(=O)(N(C)C)N(C)C.CN(C)P(=O)(N(C)C)N(C)C.CN(C)P(=O)(N(C)C)N(C)C.CN(C)P(=O)(N(C)C)N(C)C.O=C1CCCO1.O=C1CCCO1.O=C1CCCO1